1.
A cluster of 6 separate species, C32H66BClF8IO19S5 in total. Source: the OMol25 dataset; level of theory: wB97M-V/def2-TZVPD.

HOMO = -5.182 eV
Spin multiplicity = 1
Net charge = -1
Gap between HOMO and LUMO = 0.2530 hartree

Positions of all 133 atoms, in Å:
C1 5.458 -0.928 2.340
C2 6.014 -0.789 0.927
O1 6.929 0.284 0.767
C3 6.460 1.559 1.188
C4 5.198 2.032 0.466
O2 4.846 3.329 0.888
C5 4.039 3.374 2.093
B1 2.396 3.294 1.890
C6 1.917 1.686 1.961
C7 1.141 1.132 0.765
C8 0.998 -0.383 0.796
I1 -0.812 -1.043 -0.187
C9 1.775 4.189 3.130
C10 0.253 4.301 3.200
O3 -0.285 3.254 2.375
C11 -1.656 3.228 2.153
C12 -2.225 2.006 2.856
F1 -1.646 0.852 2.406
F2 -1.967 2.095 4.181
C13 -3.751 1.787 2.703
F3 -4.211 1.056 3.736
F4 -4.385 2.981 2.735
C14 -4.197 1.022 1.408
F5 -4.079 -0.299 1.637
F6 -5.507 1.296 1.215
C15 -3.449 1.336 0.095
F7 -3.738 2.610 -0.251
F8 -3.948 0.517 -0.859
C16 2.158 4.039 0.395
C17 0.846 4.623 0.107
O4 0.417 5.677 0.404
Cl1 -0.297 3.595 -0.930
H1 6.264 -0.843 3.079
H2 4.953 -1.892 2.448
H3 4.736 -0.137 2.572
H4 5.185 -0.709 0.211
H5 6.555 -1.704 0.663
H6 6.324 1.593 2.278
H7 7.263 2.262 0.943
H8 5.409 2.071 -0.608
H9 4.362 1.331 0.599
H10 4.318 4.332 2.558
H11 4.385 2.590 2.790
H12 1.257 1.562 2.833
H13 2.787 1.038 2.159
H14 1.633 1.397 -0.178
H15 0.144 1.575 0.781
H16 0.945 -0.785 1.808
H17 1.786 -0.890 0.238
H18 2.168 5.213 3.036
H19 2.173 3.800 4.079
H20 -0.080 5.266 2.796
H21 -0.156 4.210 4.217
H22 -2.190 4.111 2.525
H23 -1.807 3.148 1.071
H24 -2.369 1.187 0.157
H25 2.484 3.380 -0.413
H26 2.814 4.921 0.389
O5 4.155 -3.043 -0.386
S1 4.533 -4.422 -0.429
O6 5.915 -4.775 -0.296
O7 3.928 -5.087 -1.728
C18 4.141 -4.407 -2.994
C19 5.534 -4.627 -3.541
C20 3.586 -5.328 0.744
H27 3.914 -3.348 -2.869
H28 3.383 -4.833 -3.647
H29 6.289 -4.139 -2.926
H30 5.586 -4.214 -4.550
H31 5.766 -5.691 -3.582
H32 2.539 -5.067 0.612
H33 3.937 -5.023 1.728
H34 3.762 -6.389 0.590
O8 -6.461 6.422 8.216
S2 -6.330 4.998 8.313
O9 -5.025 4.416 8.288
O10 -7.253 4.323 7.218
C21 -7.109 4.780 5.844
C22 -5.915 4.177 5.141
C23 -7.197 4.411 9.726
H35 -7.081 5.870 5.845
H36 -8.039 4.469 5.373
H37 -4.975 4.535 5.559
H38 -5.951 4.449 4.087
H39 -5.928 3.090 5.223
H40 -8.197 4.834 9.725
H41 -6.635 4.748 10.594
H42 -7.224 3.325 9.688
O11 -8.605 -2.835 -4.133
S3 -7.333 -3.150 -4.715
O12 -6.640 -4.319 -4.269
O13 -6.393 -1.885 -4.624
C24 -6.248 -1.234 -3.328
C25 -5.310 -1.969 -2.402
C26 -7.472 -3.198 -6.468
H43 -7.240 -1.106 -2.894
H44 -5.862 -0.249 -3.579
H45 -5.721 -2.929 -2.092
H46 -5.142 -1.362 -1.513
H47 -4.354 -2.152 -2.891
H48 -7.976 -2.297 -6.804
H49 -8.060 -4.082 -6.708
H50 -6.475 -3.277 -6.892
O14 3.627 -0.905 -3.964
S4 4.487 0.125 -3.456
O15 4.243 0.660 -2.156
O16 4.553 1.301 -4.524
C27 3.279 1.880 -4.919
C28 2.777 2.903 -3.923
C29 6.165 -0.387 -3.569
H51 2.567 1.068 -5.074
H52 3.482 2.338 -5.885
H53 2.518 2.448 -2.969
H54 1.885 3.387 -4.322
H55 3.537 3.662 -3.736
H56 6.352 -0.765 -4.569
H57 6.294 -1.169 -2.824
H58 6.800 0.464 -3.337
O17 0.730 -4.828 -2.486
S5 0.395 -6.184 -2.792
O18 1.208 -6.907 -3.725
O19 -1.124 -6.255 -3.241
C30 -1.556 -5.303 -4.250
C31 -1.120 -5.696 -5.644
C32 0.244 -7.116 -1.310
H59 -1.192 -4.314 -3.970
H60 -2.639 -5.302 -4.157
H61 -0.039 -5.631 -5.758
H62 -1.586 -5.024 -6.365
H63 -1.423 -6.719 -5.866
H64 -0.402 -6.575 -0.624
H65 1.251 -7.207 -0.907
H66 -0.162 -8.095 -1.550

2.
A cluster of 2 separate species, C9H22NOPS in total. Source: the OMol25 dataset; level of theory: wB97M-V/def2-TZVPD.

HOMO (spin up / spin down) = -7.651 / -7.656 eV
ΔE to the lowest compared entry with this formula, charge and spin = 557.2 kJ/mol
Spin multiplicity = 1
Net charge = 0
Gap between HOMO and LUMO (spin up / spin down) = 0.2656 / 0.2657 hartree

Positions of all 35 atoms, in Å:
C1 1.256 -2.639 -0.966
C2 -1.135 -2.083 -0.835
C3 -0.028 -1.487 -2.938
C4 1.215 2.187 1.672
C5 0.901 2.502 -0.888
C6 -0.983 2.966 0.806
C7 -0.967 -0.670 3.331
C8 0.155 -1.577 -1.388
C9 0.244 2.142 0.495
N1 0.446 -0.325 -0.775
O1 -2.445 -1.203 1.830
P1 -0.643 0.368 0.390
S1 0.015 -0.844 2.012
H1 2.232 -2.075 -0.857
H2 1.127 -2.909 0.085
H3 1.193 -3.389 -1.764
H4 -1.144 -1.980 0.237
H5 -1.288 -3.040 -1.189
H6 -2.025 -1.374 -1.106
H7 -0.740 -2.256 -3.275
H8 -0.516 -0.510 -3.452
H9 0.925 -1.686 -3.396
H10 0.826 1.956 2.714
H11 2.106 1.604 1.469
H12 1.660 3.168 1.850
H13 0.594 1.885 -1.747
H14 1.981 2.304 -0.829
H15 0.636 3.543 -1.142
H16 -0.978 4.021 0.492
H17 -1.745 2.378 0.298
H18 -1.124 3.059 1.859
H19 -2.775 -2.037 1.633
H20 -1.257 0.333 3.271
H21 -0.762 -1.081 4.371
H22 1.246 0.020 -1.228

3.
A structure of composition C36H60AuN5O2SSi4. Source: the OMol25 dataset; level of theory: wB97M-V/def2-TZVPD.

HOMO = -13.516 eV
ΔE to the lowest compared entry with this formula, charge and spin = 0.0 kJ/mol
Spin multiplicity = 1
Net charge = +2
Gap between HOMO and LUMO = 0.2478 hartree

Positions of all 109 atoms, in Å:
Au1 0.466 0.184 -0.931
S1 5.322 0.230 -1.538
C1 3.682 0.702 -1.560
N1 2.857 -0.002 -0.848
C2 3.541 -1.022 -0.183
C3 2.984 -1.951 0.700
C4 3.812 -2.903 1.254
C5 5.183 -2.941 0.961
C6 5.751 -2.016 0.113
C7 4.913 -1.056 -0.454
H1 3.360 1.554 -2.144
H2 1.938 -1.902 0.965
H3 3.398 -3.629 1.941
H4 5.805 -3.701 1.415
H5 6.811 -2.034 -0.106
C8 -1.305 -0.624 -4.689
Si1 -2.415 -1.087 -3.253
C9 -4.179 -0.570 -3.657
C10 -2.369 -2.948 -3.022
Si2 -1.989 0.158 -1.288
Si3 -3.279 -0.673 0.563
C11 -4.977 -1.096 -0.101
C12 -3.434 0.617 1.914
C13 -2.582 -2.228 1.351
Si4 -2.831 2.386 -1.645
C14 -4.681 2.312 -1.368
C15 -2.116 3.599 -0.408
C16 -2.543 3.008 -3.389
H6 -1.652 -1.119 -5.601
H7 -0.280 -0.956 -4.515
H8 -1.312 0.450 -4.883
H9 -4.526 -1.203 -4.480
H10 -4.243 0.463 -3.998
H11 -4.870 -0.714 -2.830
H12 -2.845 -3.421 -3.885
H13 -2.917 -3.271 -2.134
H14 -1.349 -3.333 -2.967
H15 -5.466 -0.288 -0.642
H16 -5.593 -1.319 0.776
H17 -4.965 -1.988 -0.730
H18 -4.037 1.474 1.606
H19 -2.461 0.990 2.237
H20 -3.926 0.169 2.782
H21 -2.580 -3.086 0.675
H22 -3.223 -2.483 2.200
H23 -1.573 -2.068 1.730
H24 -4.961 2.023 -0.354
H25 -5.197 1.659 -2.071
H26 -5.049 3.330 -1.535
H27 -2.357 3.285 0.610
H28 -2.538 4.596 -0.558
H29 -1.032 3.673 -0.513
H30 -3.069 2.413 -4.136
H31 -1.497 3.069 -3.682
H32 -2.959 4.019 -3.434
C17 2.647 2.844 0.850
C18 1.722 3.522 -0.132
O1 1.327 2.619 -1.187
C19 1.062 3.301 -2.422
C20 0.920 2.277 -3.518
H33 2.807 3.504 1.705
H34 3.618 2.638 0.404
H35 2.230 1.908 1.219
H36 2.229 4.374 -0.591
H37 0.826 3.910 0.358
H38 1.901 3.970 -2.629
H39 0.164 3.918 -2.321
H40 1.872 1.781 -3.725
H41 0.591 2.738 -4.449
H42 0.176 1.521 -3.243
C21 0.439 1.061 5.861
N2 0.531 1.273 4.417
N3 0.593 0.196 3.550
C22 0.216 0.614 2.303
O2 0.322 -0.163 1.298
C23 -0.172 1.961 2.428
C24 0.014 2.319 3.743
C25 -0.318 3.590 4.439
C26 1.418 -0.932 3.861
C27 0.893 -2.209 3.765
C28 1.693 -3.295 4.088
C29 3.000 -3.098 4.513
C30 3.515 -1.812 4.606
C31 2.726 -0.721 4.275
H43 0.674 0.024 6.076
H44 -0.567 1.281 6.214
H45 1.161 1.695 6.371
H46 -0.527 2.587 1.630
H47 -0.573 4.357 3.713
H48 0.519 3.942 5.042
H49 -1.176 3.454 5.101
H50 -0.139 -2.347 3.476
H51 1.284 -4.296 4.034
H52 3.614 -3.946 4.786
H53 4.532 -1.656 4.940
H54 3.120 0.287 4.337
N4 1.883 -1.185 -3.595
C32 1.400 -2.129 -2.755
C33 1.734 -3.486 -2.930
C34 1.183 -4.430 -2.107
C35 0.287 -4.041 -1.104
C36 0.006 -2.712 -0.978
N5 0.548 -1.761 -1.781
H55 2.627 -1.426 -4.227
H56 1.795 -0.215 -3.340
H57 2.421 -3.758 -3.720
H58 1.439 -5.473 -2.241
H59 -0.181 -4.757 -0.445
H60 -0.673 -2.352 -0.225

4.
A cluster of 3 separate species, C13H32N3O7P2 in total. Source: the OMol25 dataset; level of theory: wB97M-V/def2-TZVPD.

HOMO = -11.777 eV
Spin multiplicity = 1
Net charge = +1
Gap between HOMO and LUMO = 0.2874 hartree

Positions of all 57 atoms, in Å:
C1 -0.534 -1.620 1.037
C2 -1.462 -3.005 0.898
O1 -2.029 -3.388 2.203
N1 -1.832 -4.710 2.461
C3 -0.579 -5.247 2.785
N2 0.674 -4.384 2.921
P1 1.495 -4.745 4.504
C4 0.273 -4.278 5.904
C5 2.943 -3.487 4.665
N3 -0.369 -6.741 3.091
P2 -1.291 -7.785 1.980
O2 -2.953 -7.931 2.473
O3 -1.109 -7.334 0.309
H1 0.591 -1.986 0.944
H2 -0.731 -0.862 0.163
H3 -0.626 -1.124 2.099
H4 -2.390 -2.675 0.223
H5 -0.884 -3.855 0.341
H6 -2.709 -5.310 2.398
H7 0.447 -3.369 3.005
H8 0.423 -3.112 6.093
H9 -0.814 -4.431 5.478
H10 0.411 -4.889 6.900
H11 3.785 -3.727 3.853
H12 2.498 -2.427 4.356
H13 3.387 -3.444 5.762
H14 0.648 -6.980 2.887
H15 -3.554 -7.356 1.915
H16 -0.115 -7.479 0.125
O4 1.078 0.680 -1.298
C6 0.426 1.457 -1.989
O5 -0.858 1.741 -1.676
C7 -1.643 2.773 -2.300
C8 -2.292 2.264 -3.573
C9 1.009 2.035 -3.247
H17 -1.048 3.677 -2.462
H18 -2.426 3.043 -1.583
H19 -1.546 1.969 -4.315
H20 -2.932 3.034 -4.013
H21 -2.899 1.377 -3.364
H22 0.879 1.321 -4.064
H23 2.077 2.208 -3.085
H24 0.585 2.997 -3.527
O6 2.156 4.496 -3.913
C10 1.602 5.468 -3.407
O7 1.187 6.498 -4.178
C11 0.365 7.585 -3.716
C12 1.211 8.675 -3.091
C13 1.458 5.575 -1.916
H25 -0.423 7.226 -3.048
H26 -0.142 7.987 -4.601
H27 1.747 8.314 -2.210
H28 0.588 9.524 -2.793
H29 1.968 9.026 -3.800
H30 2.382 5.980 -1.495
H31 1.286 4.573 -1.512
H32 0.611 6.180 -1.599

5.
An isolated molecule of C5H5BrO2. Source: the OMol25 dataset; level of theory: wB97M-V/def2-TZVPD.

HOMO (spin up / spin down) = -8.901 / -8.901 eV
ΔE to the lowest compared entry with this formula, charge and spin = 84.9 kJ/mol
Spin multiplicity = 1
Net charge = 0
Gap between HOMO and LUMO (spin up / spin down) = 0.3133 / 0.3133 hartree

Positions of all 13 atoms, in Å:
O1 1.359 1.916 -0.156
C1 0.754 0.698 -0.060
Br1 2.680 -0.566 0.222
C2 -0.175 0.664 1.072
C3 -1.130 -0.301 1.081
C4 -1.219 -1.118 -0.115
C5 -0.592 -0.783 -1.238
O2 0.386 0.153 -1.335
H1 2.092 1.938 -0.809
H2 0.005 1.418 1.800
H3 -1.797 -0.598 1.944
H4 -1.683 -2.147 -0.187
H5 -0.680 -1.275 -2.220

6.
A structure of composition C30H35MnN2O10P2SSb. Source: the OMol25 dataset; level of theory: wB97M-V/def2-TZVPD.

HOMO (spin up / spin down) = -10.989 / -10.991 eV
ΔE to the lowest compared entry with this formula, charge and spin = 0.0 kJ/mol
Spin multiplicity = 5
Net charge = +1
Gap between HOMO and LUMO (spin up / spin down) = 0.2175 / 0.2737 hartree

Positions of all 82 atoms, in Å:
Mn1 -1.441 -1.196 -0.496
N1 0.137 -3.795 -4.284
C1 -0.371 -3.588 -2.873
C2 -0.511 -4.938 -2.188
P1 -1.901 -2.596 -2.904
O1 -2.842 -3.521 -3.788
O2 -1.606 -1.255 -3.468
O3 -2.376 -2.592 -1.444
P2 0.942 -2.539 -2.067
O4 1.164 -1.401 -3.162
O5 2.140 -3.361 -1.905
O6 0.239 -1.928 -0.841
H1 -0.502 -4.376 -4.830
H2 1.058 -4.246 -4.238
H3 0.259 -2.888 -4.748
H4 -1.246 -5.569 -2.693
H5 -0.850 -4.781 -1.165
H6 0.455 -5.444 -2.147
H7 -3.656 -3.111 -4.113
H8 0.392 -0.814 -3.268
C3 -1.900 -0.046 7.501
C4 -0.814 -0.599 6.833
C5 -0.612 -0.324 5.489
C6 -1.496 0.505 4.803
C7 -2.581 1.056 5.478
C8 -2.782 0.782 6.826
Sb1 -1.248 0.963 2.740
C9 0.820 1.472 2.796
C10 1.626 1.274 1.674
C11 2.962 1.650 1.696
C12 3.497 2.249 2.827
C13 2.697 2.464 3.939
C14 1.365 2.073 3.926
C15 -0.942 -1.108 2.151
C16 -2.064 -1.895 1.824
C17 -1.941 -3.271 1.612
C18 -0.703 -3.880 1.743
C19 0.412 -3.118 2.067
C20 0.297 -1.749 2.257
H9 -2.054 -0.260 8.550
H10 -0.122 -1.243 7.361
H11 0.244 -0.755 4.981
H12 -3.277 1.707 4.960
H13 -3.626 1.217 7.345
H14 1.222 0.803 0.782
H15 3.592 1.476 0.833
H16 4.536 2.551 2.839
H17 3.110 2.936 4.821
H18 0.755 2.237 4.807
H19 -3.050 -1.441 1.793
H20 -2.818 -3.855 1.365
H21 -0.607 -4.949 1.604
H22 1.380 -3.592 2.165
H23 1.180 -1.171 2.502
C21 2.947 0.818 -5.391
C22 2.390 1.743 -4.345
C23 2.734 1.569 -3.002
C24 2.258 2.430 -2.032
C25 1.421 3.477 -2.399
C26 1.066 3.672 -3.723
C27 1.555 2.801 -4.689
S1 0.750 4.512 -1.133
O7 1.720 4.629 -0.091
O8 0.143 5.642 -1.766
N2 -0.487 3.621 -0.495
C28 -1.594 3.323 -1.401
C29 -2.616 2.418 -0.728
C30 -2.139 1.019 -0.593
O9 -2.934 0.029 -0.425
O10 -0.902 0.700 -0.644
H24 2.860 -0.222 -5.074
H25 4.008 1.020 -5.552
H26 2.436 0.942 -6.345
H27 3.392 0.754 -2.725
H28 2.544 2.318 -0.994
H29 0.433 4.507 -3.990
H30 1.292 2.957 -5.728
H31 -0.103 2.815 -0.012
H32 -1.247 2.854 -2.330
H33 -2.071 4.265 -1.663
H34 -3.559 2.394 -1.276
H35 -2.840 2.774 0.283

7.
A cluster of 2 separate species, C5H14NO in total. Source: the OMol25 dataset; level of theory: wB97M-V/def2-TZVPD.

HOMO = -14.440 eV
ΔE to the lowest compared entry with this formula, charge and spin = 158.9 kJ/mol
Spin multiplicity = 1
Net charge = +1
Gap between HOMO and LUMO = 0.4114 hartree

Positions of all 21 atoms, in Å:
C1 -0.670 -0.624 1.775
C2 0.462 0.373 1.609
C3 0.135 1.547 0.700
C4 -0.197 1.104 -0.714
C5 -1.309 1.292 -1.393
N1 0.807 0.127 -1.249
H1 -0.716 -1.105 2.744
H2 -1.655 -0.226 1.519
H3 -0.619 -1.495 1.107
H4 0.708 0.710 2.607
H5 1.403 -0.098 1.307
H6 0.853 2.370 0.678
H7 -0.789 1.964 1.095
H8 -1.694 0.630 -2.156
H9 -2.032 2.017 -1.077
H10 1.359 0.466 -2.046
H11 1.583 0.217 -0.606
H12 0.533 -0.889 -1.355
H13 0.998 -2.881 -0.843
H14 0.012 -2.977 -1.977
O1 0.828 -2.522 -1.725

8.
An isolated molecule of C6H13OP. Source: the OMol25 dataset; level of theory: wB97M-V/def2-TZVPD.

HOMO = -8.893 eV
ΔE to the lowest compared entry with this formula, charge and spin = 89.1 kJ/mol
Spin multiplicity = 1
Net charge = 0
Gap between HOMO and LUMO = 0.3582 hartree

Positions of all 21 atoms, in Å:
C1 2.391 -1.090 1.716
P1 1.242 -1.525 0.355
C2 0.961 0.143 -0.346
O1 1.954 0.830 -0.571
C3 -0.468 0.482 -0.671
C4 -0.781 0.796 0.809
C5 -1.303 -0.622 -1.173
C6 -0.479 1.765 -1.533
H1 3.176 -0.404 1.345
H2 3.015 -1.849 2.215
H3 1.854 -0.538 2.549
H4 0.171 -1.721 1.142
H5 -1.388 1.689 0.991
H6 0.209 0.842 1.422
H7 -1.523 -0.006 1.215
H8 -1.035 -0.863 -2.200
H9 -1.129 -1.526 -0.655
H10 -2.330 -0.271 -1.228
H11 -0.439 1.643 -2.627
H12 0.502 2.288 -1.233
H13 -1.269 2.529 -1.372

no.,molar mass (g mol⁻¹)
1,1240.3
2,223.3
3,936.3
4,404.4
5,177.0
6,854.3
7,104.2
8,132.1